{
  "formula": "C32H67Br2Cl5FLiN4NaO4P",
  "method": "wB97M-V/def2-TZVPD",
  "elements": ["C", "C", "C", "P", "O", "C", "N", "C", "C", "C", "C", "O", "C", "C", "O", "C", "C", "C", "C", "N", "C", "C", "C", "C", "H", "H", "H", "H", "H", "H", "H", "H", "H", "H", "H", "H", "H", "H", "H", "H", "H", "H", "H", "H", "H", "H", "H", "H", "H", "H", "H", "H", "H", "H", "H", "H", "H", "H", "N", "H", "H", "H", "H", "Cl", "C", "C", "C", "N", "C", "C", "C", "C", "C", "H", "H", "H", "H", "H", "H", "H", "H", "H", "H", "H", "H", "H", "H", "H", "H", "H", "H", "Br", "C", "C", "Br", "H", "H", "H", "H", "C", "C", "C", "O", "H", "H", "H", "H", "H", "H", "H", "C", "Cl", "Cl", "Cl", "Cl", "Li", "Na", "F"],
  "positions_angstrom": [[2.765, 2.534, 1.090], [2.382, 2.769, -0.207], [3.111, 2.030, -1.294], [2.478, 0.193, -1.509], [3.974, -0.368, -0.737], [1.824, -1.637, -1.512], [0.763, -1.909, -0.503], [3.230, 0.077, -3.246], [4.769, 0.204, -3.321], [5.562, -1.088, -3.259], [4.972, -2.357, -3.843], [6.010, -3.342, -3.575], [5.655, -4.155, -2.519], [5.760, -3.769, -0.984], [5.269, -5.273, -2.751], [0.821, 0.925, -2.181], [0.077, 0.174, -3.314], [-1.238, -0.508, -2.850], [-2.104, 0.535, -2.200], [-3.340, -0.056, -1.666], [-4.335, 0.732, -1.165], [-5.323, -0.090, -0.696], [-4.919, -1.456, -0.941], [-3.691, -1.353, -1.542], [3.795, 2.697, 1.426], [2.014, 2.148, 1.797], [1.592, 3.510, -0.413], [3.159, 2.597, -2.244], [4.158, 1.959, -0.944], [1.911, 0.305, -0.149], [3.798, -0.637, 0.171], [1.557, -2.044, -2.505], [2.669, -2.260, -1.172], [0.056, -1.182, -0.522], [1.190, -1.963, 0.412], [2.818, 0.977, -3.772], [2.828, -0.779, -3.824], [5.231, 0.904, -2.567], [4.999, 0.668, -4.295], [6.500, -0.896, -3.817], [5.880, -1.222, -2.209], [4.730, -2.323, -4.910], [4.058, -2.618, -3.277], [5.104, -4.447, -0.431], [5.476, -2.724, -0.760], [6.794, -3.919, -0.528], [1.059, 1.942, -2.554], [0.141, 1.094, -1.319], [0.634, -0.572, -3.887], [-0.261, 0.937, -4.069], [-1.745, -0.831, -3.780], [-1.082, -1.430, -2.278], [-1.637, 1.041, -1.340], [-2.416, 1.303, -2.958], [-4.332, 1.818, -1.118], [-6.255, 0.188, -0.209], [-5.387, -2.401, -0.712], [-3.062, -2.175, -1.867], [-5.971, -2.918, 1.701], [-4.958, -2.787, 1.527], [-6.515, -2.321, 1.056], [-6.226, -3.912, 1.554], [-6.192, -2.650, 2.686], [7.204, 0.776, -1.677], [-3.488, -1.709, 8.744], [-3.933, -0.438, 8.017], [-4.302, -0.671, 6.551], [-3.188, -0.380, 5.568], [-1.918, -1.079, 5.926], [-3.629, -0.840, 4.178], [-4.344, 0.356, 3.594], [-3.478, 1.523, 4.049], [-2.964, 1.129, 5.432], [-2.543, -2.097, 8.366], [-3.356, -1.506, 9.807], [-4.239, -2.494, 8.646], [-3.179, 0.345, 8.130], [-4.828, -0.076, 8.526], [-5.125, -0.014, 6.270], [-4.618, -1.700, 6.385], [-2.126, -2.142, 6.020], [-1.534, -0.665, 6.855], [-1.194, -0.905, 5.133], [-2.735, -1.075, 3.601], [-4.250, -1.732, 4.267], [-5.357, 0.440, 3.996], [-4.422, 0.297, 2.510], [-4.033, 2.460, 4.073], [-2.638, 1.663, 3.366], [-3.505, 1.634, 6.229], [-1.901, 1.333, 5.535], [1.634, -0.233, 2.895], [1.700, 0.158, 4.802], [0.671, 1.188, 5.193], [1.206, 2.982, 4.677], [2.717, 0.465, 5.027], [1.492, -0.791, 5.296], [0.561, 1.226, 6.277], [-0.299, 1.007, 4.736], [2.375, 3.704, -6.763], [3.224, 4.100, -5.535], [4.678, 4.329, -5.996], [3.213, 3.080, -4.651], [2.743, 2.787, -7.230], [1.328, 3.549, -6.483], [2.398, 4.496, -7.525], [2.844, 5.095, -5.208], [5.109, 3.430, -6.441], [5.311, 4.630, -5.161], [4.722, 5.127, -6.751], [-7.297, -0.343, -4.727], [-9.057, -0.534, -4.692], [-6.884, 1.146, -5.594], [-6.672, -0.255, -3.071], [-6.571, -1.726, -5.557], [-1.398, 2.452, -3.091], [7.788, -2.788, -1.611], [7.505, 1.397, -4.093]],
  "mulliken_charge": [-0.55, -0.46, -1.07, 2.34, -0.75, -0.95, -0.56, -1.74, -0.37, 0.36, -0.28, -0.44, 0.79, -1.11, -0.53, -0.94, -0.86, -0.66, -0.99, 0.84, -0.47, -1.32, -0.62, -0.48, 0.28, -0.01, 0.35, 0.49, 0.57, -0.82, 0.11, 0.33, 0.40, 0.16, 0.28, 0.47, 0.58, -0.36, 0.20, 0.72, -0.64, 0.31, 0.21, 0.31, 0.40, 0.27, 0.51, 0.29, 0.35, 0.19, 0.40, 0.39, 0.91, 0.07, 0.44, 0.50, 0.88, 0.46, -2.92, 0.67, 0.57, 0.90, 0.98, -0.34, -1.29, -0.59, -1.03, 1.68, -1.45, -1.13, -0.01, -0.66, -0.68, 0.29, 0.39, 0.36, 0.34, 0.46, 0.38, 0.50, 0.31, 0.46, 0.51, -0.05, 0.33, 0.32, 0.01, 0.41, 0.36, 0.37, 0.08, -0.11, -0.75, 0.07, -0.08, 0.48, 0.37, 0.41, -0.43, -1.34, 0.40, -1.42, -0.58, 0.30, 0.23, 0.45, 0.13, 0.30, 0.34, 0.43, 0.28, -0.11, -0.11, -0.02, -0.10, 0.84, 0.91, -0.57],
  "gap_ev": 1.02,
  "e_homo_ha": -0.1342,
  "total_charge": 0,
  "lumo_ev": -2.63
}

---

{
  "formula": "C32H68IInNO22",
  "method": "wB97M-V/def2-TZVPD",
  "elements": ["C", "C", "C", "I", "In", "C", "C", "N", "O", "C", "C", "C", "C", "C", "C", "H", "H", "H", "H", "H", "H", "H", "H", "H", "H", "H", "H", "H", "H", "H", "H", "H", "H", "H", "H", "H", "H", "H", "H", "H", "H", "C", "O", "C", "O", "O", "C", "H", "H", "H", "H", "H", "H", "C", "O", "C", "O", "O", "C", "H", "H", "H", "H", "H", "H", "C", "O", "C", "O", "O", "C", "H", "H", "H", "H", "H", "H", "C", "O", "C", "O", "O", "C", "H", "H", "H", "H", "H", "H", "C", "O", "C", "O", "O", "C", "H", "H", "H", "H", "H", "H", "C", "O", "C", "O", "O", "C", "H", "H", "H", "H", "H", "H", "C", "O", "C", "O", "O", "C", "H", "H", "H", "H", "H", "H"],
  "positions_angstrom": [[6.404, 0.417, 4.393], [5.146, -0.319, 4.933], [3.748, 0.220, 4.417], [3.914, 2.087, 3.255], [2.634, -1.353, 3.233], [4.094, -2.946, 2.499], [4.796, -2.531, 1.168], [4.914, -1.063, 0.986], [1.218, -2.236, 4.496], [0.052, -1.452, 4.727], [-0.785, -1.208, 3.427], [-2.177, -1.925, 3.610], [-1.120, 0.290, 3.106], [-0.011, 1.314, 3.452], [-1.308, 0.378, 1.547], [6.478, 0.367, 3.296], [7.296, -0.133, 4.769], [6.510, 1.444, 4.769], [5.253, -1.376, 4.631], [5.159, -0.251, 6.034], [3.133, 0.467, 5.303], [1.916, -0.663, 1.723], [3.526, -3.872, 2.266], [4.844, -3.225, 3.262], [5.830, -2.954, 1.108], [4.243, -3.009, 0.337], [5.149, -0.924, 0.004], [5.770, -0.787, 1.460], [0.261, -0.530, 5.302], [-0.577, -2.090, 5.391], [-0.318, -1.726, 2.574], [-2.076, -3.019, 3.685], [-2.592, -1.589, 4.585], [-2.902, -1.601, 2.845], [-2.105, 0.554, 3.539], [0.147, 1.379, 4.542], [-0.401, 2.313, 3.156], [0.919, 1.171, 2.893], [-1.492, 1.408, 1.199], [-0.324, 0.087, 1.125], [-2.029, -0.365, 1.171], [3.139, -4.657, -5.069], [3.282, -4.794, -3.656], [2.136, -4.993, -3.002], [1.045, -5.061, -3.495], [2.424, -5.093, -1.706], [1.288, -5.298, -0.864], [4.133, -4.500, -5.482], [2.719, -5.563, -5.504], [2.520, -3.793, -5.310], [0.785, -6.231, -1.117], [0.598, -4.459, -0.938], [1.653, -5.361, 0.158], [-5.415, -0.722, -3.116], [-4.843, -0.578, -1.819], [-5.178, 0.555, -1.201], [-5.892, 1.414, -1.642], [-4.581, 0.565, -0.013], [-4.850, 1.728, 0.768], [-5.073, -1.673, -3.515], [-6.504, -0.736, -3.057], [-5.079, 0.077, -3.776], [-5.916, 1.809, 0.983], [-4.491, 2.623, 0.262], [-4.311, 1.624, 1.707], [-3.248, 4.344, -2.028], [-2.235, 5.263, -1.620], [-1.612, 4.915, -0.493], [-1.838, 3.936, 0.163], [-0.696, 5.845, -0.224], [0.061, 5.599, 0.965], [-3.681, 4.728, -2.949], [-2.819, 3.361, -2.226], [-4.032, 4.274, -1.274], [0.616, 4.665, 0.880], [-0.588, 5.578, 1.840], [0.770, 6.416, 1.076], [2.949, -7.747, -10.766], [1.624, -8.114, -10.386], [1.258, -7.653, -9.189], [1.931, -6.989, -8.454], [0.012, -8.061, -8.953], [-0.507, -7.633, -7.693], [3.133, -8.175, -11.748], [3.045, -6.663, -10.831], [3.677, -8.153, -10.064], [-0.544, -6.546, -7.640], [0.088, -8.034, -6.874], [-1.520, -8.022, -7.613], [-3.321, 6.672, 2.293], [-2.850, 6.994, 3.603], [-3.292, 8.159, 4.067], [-4.021, 8.921, 3.492], [-2.780, 8.336, 5.286], [-3.173, 9.557, 5.907], [-2.901, 5.707, 2.018], [-4.408, 6.591, 2.285], [-2.987, 7.417, 1.571], [-4.254, 9.591, 6.041], [-2.833, 10.413, 5.325], [-2.698, 9.588, 6.885], [9.692, -3.744, -5.491], [8.368, -4.118, -5.123], [7.991, -3.663, -3.924], [8.662, -2.998, -3.185], [6.747, -4.076, -3.700], [6.205, -3.660, -2.441], [9.885, -4.167, -6.475], [9.784, -2.660, -5.551], [10.417, -4.150, -4.786], [6.156, -2.573, -2.382], [6.790, -4.064, -1.617], [5.195, -4.054, -2.375], [-7.912, 7.332, 3.407], [-7.522, 6.194, 2.640], [-8.246, 5.100, 2.879], [-9.157, 5.013, 3.654], [-7.778, 4.122, 2.105], [-8.463, 2.881, 2.257], [-7.254, 8.153, 3.129], [-8.940, 7.616, 3.181], [-7.794, 7.137, 4.472], [-9.513, 2.985, 1.986], [-8.367, 2.511, 3.277], [-7.996, 2.169, 1.581]],
  "mulliken_charge": [-1.39, 0.15, -1.07, -0.13, 1.07, -1.16, 0.04, -0.36, -0.80, -0.83, 0.87, -1.71, 0.73, -1.24, -0.86, 0.27, 0.38, 0.38, 0.04, 0.28, 0.56, -0.44, 0.33, 0.28, 0.27, -0.04, 0.17, 0.11, 0.12, 0.39, 0.25, 0.42, 0.45, 0.23, 0.16, 0.44, 0.32, -0.09, -0.04, 0.20, 0.28, -0.69, -0.15, 0.67, -0.57, -0.27, -0.68, 0.20, 0.30, 0.33, 0.33, 0.32, 0.19, -0.65, -0.31, 0.81, -0.58, -0.19, 0.24, 0.22, 0.29, 0.28, -0.19, -0.01, 0.12, -0.56, -0.39, 0.80, -0.40, -0.37, -0.56, 0.30, 0.28, 0.18, 0.35, 0.20, 0.19, -0.62, -0.33, 0.82, -0.53, -0.31, -0.60, 0.21, 0.29, 0.29, 0.29, 0.28, 0.21, -0.21, -0.27, 0.81, -0.55, -0.35, -0.63, -0.19, 0.26, 0.31, 0.28, 0.29, 0.22, -0.64, -0.34, 0.68, -0.53, -0.19, -0.52, 0.22, 0.29, 0.29, 0.35, 0.34, 0.08, -0.71, -0.26, 0.72, -0.55, -0.21, -0.71, 0.22, 0.32, 0.32, 0.32, 0.34, 0.13],
  "gap_ev": 6.40,
  "e_homo_ha": -0.1680,
  "total_charge": -1,
  "lumo_ev": 1.83
}

---

{
  "formula": "C32H69BrF5N7O9SSi",
  "method": "wB97M-V/def2-TZVPD",
  "elements": ["C", "C", "C", "C", "C", "C", "C", "C", "C", "Si", "Br", "S", "O", "O", "C", "F", "F", "C", "F", "F", "F", "H", "H", "H", "H", "H", "H", "H", "H", "H", "H", "H", "H", "H", "H", "H", "H", "H", "H", "H", "H", "C", "C", "O", "N", "C", "H", "H", "H", "H", "H", "H", "H", "C", "C", "O", "N", "C", "H", "H", "H", "H", "H", "H", "H", "C", "C", "O", "N", "C", "H", "H", "H", "H", "H", "H", "H", "C", "C", "O", "N", "C", "H", "H", "H", "H", "H", "H", "H", "C", "C", "O", "N", "C", "H", "H", "H", "H", "H", "H", "H", "C", "C", "O", "N", "C", "H", "H", "H", "H", "H", "H", "H", "C", "C", "O", "N", "C", "H", "H", "H", "H", "H", "H", "H"],
  "positions_angstrom": [[-5.360, 1.033, -0.388], [-4.316, 1.888, -1.145], [-2.957, 1.194, -1.310], [-2.233, 1.073, 0.032], [-0.781, 0.589, -0.003], [-0.241, 0.460, 1.440], [0.869, 1.453, 1.849], [0.723, 2.882, 1.314], [-0.420, 3.658, 2.009], [-1.060, 5.077, 0.991], [-1.317, 4.602, -1.141], [-3.086, 5.713, 1.758], [-2.975, 7.023, 2.373], [-4.071, 5.486, 0.721], [-3.521, 4.577, 3.169], [-2.493, 4.597, 4.047], [-3.668, 3.324, 2.695], [-4.816, 4.983, 3.917], [-4.662, 6.128, 4.565], [-5.833, 5.094, 3.069], [-5.104, 4.025, 4.807], [-5.825, 1.600, 0.424], [-4.908, 0.134, 0.046], [-6.168, 0.717, -1.056], [-4.716, 2.151, -2.125], [-4.143, 2.815, -0.588], [-3.079, 0.206, -1.774], [-2.338, 1.786, -1.992], [-2.800, 0.400, 0.689], [-2.269, 2.070, 0.493], [-0.768, -0.393, -0.496], [-0.162, 1.237, -0.624], [0.129, -0.557, 1.618], [-1.083, 0.595, 2.129], [1.873, 1.080, 1.614], [0.841, 1.536, 2.946], [0.600, 2.901, 0.230], [1.666, 3.402, 1.530], [-0.104, 4.025, 2.991], [-1.252, 2.965, 2.185], [-0.238, 6.291, 1.073], [4.632, 0.962, 6.123], [3.512, 1.085, 5.120], [3.009, 2.160, 4.830], [3.061, -0.062, 4.544], [3.521, -1.418, 4.763], [4.873, 1.953, 6.493], [4.333, 0.344, 6.968], [5.521, 0.528, 5.663], [2.312, 0.089, 3.887], [3.891, -1.855, 3.834], [2.709, -2.045, 5.136], [4.325, -1.428, 5.492], [-5.057, 6.519, -2.096], [-6.080, 5.417, -2.234], [-5.772, 4.295, -2.596], [-7.369, 5.715, -1.914], [-7.907, 6.977, -1.448], [-4.090, 6.115, -2.378], [-5.298, 7.361, -2.747], [-5.004, 6.870, -1.064], [-8.000, 4.937, -2.017], [-8.358, 6.863, -0.460], [-8.670, 7.350, -2.134], [-7.117, 7.717, -1.378], [2.352, 2.110, 9.329], [3.042, 0.806, 9.656], [4.205, 0.599, 9.348], [2.315, -0.142, 10.305], [0.934, -0.073, 10.739], [3.062, 2.748, 8.812], [1.492, 1.945, 8.679], [2.016, 2.613, 10.236], [2.832, -0.986, 10.493], [0.864, -0.193, 11.821], [0.342, -0.858, 10.266], [0.505, 0.887, 10.472], [2.004, -0.219, -3.477], [0.523, -0.010, -3.681], [-0.097, 0.877, -3.112], [-0.116, -0.863, -4.523], [0.443, -1.997, -5.240], [2.357, 0.534, -2.779], [2.212, -1.213, -3.080], [2.541, -0.110, -4.420], [-1.094, -0.655, -4.641], [0.318, -1.861, -6.313], [-0.090, -2.905, -4.946], [1.496, -2.115, -5.011], [-0.836, -1.243, -10.137], [0.385, -1.844, -9.479], [0.855, -1.383, -8.451], [0.951, -2.925, -10.077], [0.537, -3.600, -11.290], [-1.158, -0.396, -9.540], [-0.605, -0.899, -11.146], [-1.647, -1.970, -10.193], [1.762, -3.274, -9.591], [0.294, -4.644, -11.086], [1.331, -3.572, -12.038], [-0.342, -3.120, -11.707], [2.449, -5.422, -1.400], [1.888, -4.435, -2.397], [2.601, -3.637, -2.986], [0.547, -4.460, -2.615], [-0.443, -5.324, -2.003], [3.521, -5.272, -1.323], [2.010, -5.275, -0.413], [2.250, -6.446, -1.722], [0.229, -3.778, -3.286], [-0.961, -5.913, -2.762], [-1.186, -4.734, -1.463], [0.030, -6.003, -1.303], [7.377, -7.251, 0.460], [5.915, -7.096, 0.111], [5.234, -6.198, 0.574], [5.380, -8.004, -0.750], [6.034, -9.124, -1.397], [7.644, -6.455, 1.149], [7.566, -8.213, 0.938], [8.001, -7.174, -0.431], [4.404, -7.847, -0.943], [5.989, -9.022, -2.482], [5.554, -10.064, -1.119], [7.076, -9.172, -1.101]],
  "mulliken_charge": [-1.40, 0.33, -0.69, 0.22, -0.01, -1.17, -0.86, -0.92, -0.38, 0.47, -0.11, 0.98, -0.69, -0.48, 0.52, -0.28, -0.21, 0.52, -0.22, -0.19, -0.25, 0.26, 0.37, 0.36, 0.51, -0.30, 0.35, 0.18, 0.27, -0.56, 0.32, 0.02, 0.50, 0.54, 0.48, 0.16, 0.35, 0.53, 0.63, 0.03, -0.22, -1.46, 1.03, -0.64, 0.00, -0.96, 0.28, 0.32, 0.42, 0.08, 0.30, 0.28, 0.38, -1.19, 0.84, -0.64, -0.17, -0.85, 0.16, 0.47, 0.29, 0.24, 0.27, 0.30, 0.32, -1.30, 0.78, -0.67, -0.16, -0.81, 0.27, 0.36, 0.43, 0.23, 0.28, 0.28, 0.31, -1.08, 0.69, -0.63, -0.08, -0.61, 0.28, 0.24, 0.38, 0.19, 0.10, 0.22, 0.33, -1.32, 0.81, -0.68, -0.16, -0.83, 0.30, 0.38, 0.36, 0.24, 0.28, 0.29, 0.32, -1.43, 0.98, -0.64, 0.03, -0.96, 0.30, 0.34, 0.35, 0.07, 0.29, 0.29, 0.36, -1.37, 0.90, -0.62, -0.09, -0.88, 0.29, 0.37, 0.36, 0.16, 0.29, 0.29, 0.33],
  "smiles": "CCCCCCCCC[Si@@H](Br)S(=O)(=O)C(F)(F)C(F)(F)F.CNC(C)=O.CNC(C)=O.CNC(C)=O.CNC(C)=O.CNC(C)=O.CNC(C)=O.CNC(C)=O",
  "gap_ev": 9.40,
  "e_homo_ha": -0.3270,
  "total_charge": 0,
  "lumo_ev": 0.50
}